Entry from the OMol25 dataset: a 14-piece molecular cluster, C42H111NO14 overall at a distorted geometry (ωB97M-V/def2-TZVPD).

As for the net charge: +1. As for the LUMO energy (alpha / beta): -0.0734 / -0.2548 Eh. Its expectation value of S² is 0.7546. As for the multiplicity: 2.

CARTESIAN COORDINATES (ANGSTROEM)
C 0.9096 2.2179 0.5117
C 1.0776 1.1370 -0.6344
C 2.3886 0.3943 -0.3044
C 2.2795 -0.5649 0.8845
C 1.1406 -1.5458 0.5809
C -0.1992 -0.9006 0.3744
N -0.0562 0.1382 -0.6711
O -1.2359 0.6565 -1.0582
C -1.1497 -2.0172 -0.1926
C -0.7832 -0.3443 1.7790
C 1.2407 1.8761 -2.0263
H 1.2656 1.9323 1.5016
H -0.1304 2.5376 0.5768
H 1.5549 3.0399 0.2017
H 2.8031 -0.1816 -1.1319
H 3.2119 1.0853 -0.1233
H 2.0024 0.0335 1.7524
H 3.2393 -1.0029 1.1584
H 1.0110 -2.3325 1.3241
H 1.4351 -2.1335 -0.2886
H -2.0962 -1.5214 -0.4079
H -0.7538 -2.3795 -1.1413
H -1.2675 -2.8822 0.4601
H -0.8504 -1.2546 2.3748
H -0.1517 0.3584 2.3227
H -1.7913 0.0043 1.5548
H 2.1837 2.4173 -2.1033
H 0.3236 2.4307 -2.2245
H 1.2459 1.0805 -2.7713
H -1.5446 1.0267 -0.2280
O -1.2176 4.5504 2.5255
H -2.0873 4.8316 2.2414
H -1.3640 3.7010 2.9417
O -2.0297 0.2404 -3.5257
H -2.0035 -0.6807 -3.7847
H -1.5851 0.2641 -2.6783
C 1.5456 2.3140 4.6122
C 3.0537 2.7601 4.7263
C 3.7863 2.7414 3.3953
O 3.0499 4.0958 5.1503
H 1.0736 2.7212 3.7180
H 0.9161 2.6034 5.4536
H 1.4829 1.2345 4.4745
H 3.6582 2.2004 5.4402
H 4.6567 3.3969 3.3679
H 3.0864 2.8985 2.5746
H 4.1323 1.7252 3.2060
H 2.4944 4.6284 4.5764
C -0.2237 -3.6641 5.2058
C -0.2533 -4.7544 4.2349
C 0.9197 -4.8355 3.2990
O -0.4116 -6.0463 4.8210
H 0.5205 -3.6967 6.0015
H -1.1761 -3.6777 5.7358
H 0.0004 -2.7003 4.7488
H -1.1880 -4.6600 3.6823
H 1.8525 -4.9740 3.8456
H 0.9169 -3.8615 2.8098
H 0.7345 -5.6189 2.5641
H 0.4237 -6.3411 5.1911
C -5.2519 1.7398 1.5080
C -4.1520 1.6903 0.3885
C -4.5466 2.3175 -0.9497
O -3.0727 2.3755 0.9732
H -6.1318 1.9973 0.9184
H -4.9964 2.4181 2.3221
H -5.3962 0.7419 1.9220
H -3.9644 0.6405 0.1631
H -5.3932 1.7952 -1.3952
H -3.7020 2.2156 -1.6311
H -4.8660 3.3565 -0.8676
H -3.3177 3.3026 1.0178
C -1.3420 5.4874 -3.4853
C -2.2637 4.7779 -2.4366
C -2.0886 5.2395 -0.9577
O -3.5000 5.2170 -2.7416
H -1.3753 6.5521 -3.2542
H -1.6913 5.4418 -4.5169
H -0.3097 5.1407 -3.4379
H -2.0770 3.7049 -2.4816
H -1.0686 5.0930 -0.6025
H -2.7649 4.6159 -0.3730
H -2.2752 6.3052 -0.8249
H -4.0350 5.4298 -1.9734
C -1.0528 -0.0007 -6.7586
C -0.0681 0.9703 -6.0252
C 0.8336 1.7072 -7.0791
O -0.7684 1.8364 -5.3327
H -0.6961 -0.4282 -7.6957
H -2.0887 0.3375 -6.7833
H -1.0770 -0.8404 -6.0641
H 0.5391 0.3723 -5.3458
H 1.4066 0.9498 -7.6141
H 1.5196 2.3820 -6.5671
H 0.2693 2.2987 -7.8001
H -1.0807 1.4059 -4.5335
C -1.5596 -6.0098 0.0720
C -0.2515 -5.7553 -0.5408
C 0.7344 -6.9590 -0.6616
O -0.3503 -5.3330 -1.8987
H -2.0569 -6.8187 -0.4632
H -2.2389 -5.1585 0.1161
H -1.4433 -6.2780 1.1221
H 0.2228 -4.8902 -0.0774
H 0.3927 -7.7585 -1.3189
H 0.9253 -7.4502 0.2926
H 1.7074 -6.5718 -0.9643
H -0.8244 -6.0369 -2.3474
C 5.5495 -2.6759 2.0428
C 4.8525 -4.0410 1.7765
C 5.4170 -5.0043 0.6788
O 4.7372 -4.7772 2.9500
H 5.0331 -2.1306 2.8327
H 5.4815 -2.0163 1.1776
H 6.5924 -2.7636 2.3475
H 3.7931 -3.9360 1.5425
H 5.9458 -4.4770 -0.1151
H 4.6303 -5.6141 0.2346
H 6.1625 -5.6877 1.0854
H 4.5790 -4.1592 3.6673
C -3.1861 0.7586 4.5710
C -2.9211 2.2056 4.4049
C -2.4797 2.7502 5.7975
O -1.8888 2.2360 3.4267
H -3.9465 0.4808 5.3009
H -2.2935 0.2392 4.9196
H -3.5292 0.3402 3.6248
H -3.7270 2.8148 3.9957
H -2.4288 3.8387 5.7717
H -1.5889 2.2089 6.1160
H -3.3001 2.4827 6.4636
H -2.3453 2.0908 2.5947
C -4.6385 -1.8564 -1.4299
C -6.0895 -1.6091 -1.5834
C -6.7739 -0.9688 -0.3672
O -6.2218 -0.7432 -2.6994
H -4.2767 -2.6158 -2.1231
H -4.4344 -2.2716 -0.4430
H -4.0053 -0.9904 -1.6229
H -6.6020 -2.5489 -1.7890
H -6.6569 -1.5224 0.5644
H -7.8480 -0.8706 -0.5251
H -6.4171 0.0216 -0.0846
H -6.2334 -1.3063 -3.4768
C 3.9480 -3.1700 -3.3900
C 2.4465 -3.1798 -3.0604
C 1.7300 -1.9270 -3.5044
O 1.8030 -4.2830 -3.7175
H 4.5477 -3.9035 -2.8510
H 4.3722 -2.1728 -3.2721
H 4.2058 -3.3941 -4.4251
H 2.3451 -3.1564 -1.9754
H 2.1008 -1.3331 -4.3399
H 1.4984 -1.2668 -2.6686
H 0.7067 -2.1486 -3.8074
H 0.9983 -4.4298 -3.2151
C 4.9194 4.6955 -0.1124
C 4.7568 4.5351 -1.6339
C 3.6278 5.3114 -2.2506
O 5.9630 4.9054 -2.1532
H 5.1917 5.7017 0.2064
H 5.6319 4.0086 0.3442
H 4.0250 4.4503 0.4603
H 4.7368 3.4631 -1.8301
H 3.2721 4.8555 -3.1746
H 3.8770 6.3655 -2.3725
H 2.8729 5.3883 -1.4680
H 6.0026 4.5340 -3.0376

Atoms 1-2, force components in eV/Å:
-0.65 -0.36 -0.56
2.08 0.38 -0.49

Löwdin atomic charge list, values in e, 2 entries: C 0.04; C -0.37